{
  "formula": "C11H16OS",
  "method": "ωB97M-V with the def2-TZVPD basis set",
  "homo_lumo_gap_ev": 8.19,
  "homo_energy_ev": -7.820,
  "fmax_ha_per_bohr": 0.078,
  "mol_weight_g_mol": 196.32,
  "lumo_energy_ev": 0.372,
  "e_tot_ev": -24542.8222,
  "elements": ["C", "C", "C", "C", "C", "C", "C", "C", "C", "C", "C", "O", "S", "H", "H", "H", "H", "H", "H", "H", "H", "H", "H", "H", "H", "H", "H", "H", "H"],
  "positions_angstrom": [[-1.313461, 1.780123, -1.736130], [-0.309872, 1.235592, -2.366423], [1.195972, -2.104166, 2.347818], [-1.760198, 1.742001, -0.433260], [0.933109, -0.887404, 1.872356], [0.806346, 0.281892, -1.871406], [1.239899, 0.255093, -0.421542], [0.484339, -0.800006, 0.420851], [-0.150572, 1.401782, -3.872621], [1.150333, 0.260121, 2.857908], [-2.081657, -1.701077, 1.290518], [-2.316078, 0.666496, 0.150342], [-1.177958, -0.830731, -0.047424], [1.594337, -2.244180, 3.321231], [0.840047, -2.979913, 1.918744], [-1.756299, 2.589319, 0.179298], [0.540879, -0.692928, -2.061391], [1.651281, 0.592923, -2.463470], [2.265133, -0.131671, -0.513881], [1.424240, 1.161899, 0.138034], [0.807423, 1.946273, -4.005239], [-0.952432, 2.056371, -4.336770], [-0.182626, 0.508985, -4.417714], [0.380367, 0.314749, 3.688896], [2.079233, 0.097058, 3.346959], [1.227983, 1.226696, 2.283887], [-1.523263, -2.673347, 1.525324], [-3.134041, -1.858821, 0.974083], [-1.962468, -1.213128, 2.231021]],
  "atomic_forces_ev_per_a": [[0.137, -0.647, 3.466], [0.172, -0.706, -2.113], [-0.419, 1.110, 0.383], [0.000, -1.446, -2.259], [-0.374, -0.801, 0.130], [-0.188, 3.903, 0.959], [0.972, -2.082, 0.210], [-2.085, 1.938, 0.868], [-0.757, 2.816, 0.390], [-0.928, 1.210, -1.168], [1.176, -1.798, -0.448], [-0.216, 0.352, 0.352], [1.384, -0.640, 0.670], [0.352, 0.095, 0.895], [-0.089, -1.464, -1.375], [-0.033, 1.408, 0.848], [-0.610, -2.255, -1.146], [0.504, -0.332, -0.290], [0.041, -0.194, 0.292], [-0.661, 0.658, -0.165], [-0.353, -0.486, -0.369], [0.822, -0.644, 0.792], [0.380, -1.556, -0.695], [0.571, 0.012, -1.324], [0.921, -0.028, 0.447], [-0.269, -0.715, 0.958], [-1.009, 1.077, -0.987], [0.874, 0.182, 0.257], [-0.311, 1.032, 0.422]],
  "lowdin_charge": [0.03, -0.32, 0.04, -0.25, -0.37, -0.19, -0.22, -0.40, -0.08, -0.06, -0.24, -0.33, 1.14, 0.06, 0.04, 0.09, 0.08, 0.11, 0.12, 0.11, 0.08, 0.09, 0.05, 0.10, 0.06, 0.08, 0.07, 0.07, 0.04]
}